1.
C12H20F3IO5 | wB97M-V/def2-TZVPD

The calculation puts the total energy at -39258.2602 eV. The orbital gap is 9.75 eV. The largest force on an atom comes out at 5.7 eV/Å. Its net charge is 0. For the LUMO energy, the calculation gives 0.23 eV.

Geometry as XYZ:
```
41
Properties=species:S:1:pos:R:3:forces:R:3
C -2.91071 4.49619 -2.70514 -0.1 0.3 0.1
C -1.87802 4.86974 -1.63633 -0.2 -0.8 -1.1
C -0.85349 3.73386 -1.41711 -0.5 0.7 0.6
C -0.90939 3.12157 -0.02459 0.4 -0.1 0.0
C -2.02448 2.12980 0.11885 3.8 0.0 1.9
O -2.97823 2.24297 -0.49788 -4.9 0.3 -2.9
O -1.94893 1.13260 1.07229 0.7 -0.3 0.3
C -1.23539 -0.04198 0.74521 -0.8 -0.6 0.2
I -1.78195 -1.44130 2.32420 0.2 0.2 0.0
C -1.58911 -0.69129 -0.59372 0.5 0.0 -0.3
C -0.47227 -0.66139 -1.64710 0.2 0.1 0.6
O 0.25535 0.54655 -1.71136 -0.1 0.7 -0.2
H -2.47890 3.87375 -3.47500 0.2 -0.3 -0.2
H -3.76658 3.98568 -2.29224 -0.2 -0.3 0.1
H -3.27246 5.38298 -3.20741 -0.2 0.3 -0.1
H -1.36768 5.72913 -2.03704 0.3 0.5 0.2
H -2.41111 5.13508 -0.73606 0.1 0.2 0.4
H 0.13249 4.14500 -1.55304 0.5 0.0 -0.1
H -1.02034 2.98899 -2.16576 0.1 -0.6 -0.4
H 0.05301 2.73246 0.27841 0.2 -0.3 0.2
H -1.14687 3.93724 0.64578 0.0 0.1 0.6
H -0.16478 0.05646 0.85855 0.3 0.3 0.2
H -1.77775 -1.73384 -0.41382 -0.2 -0.5 0.0
H -2.49475 -0.29508 -1.02552 -0.4 0.5 0.2
H -0.93845 -0.77508 -2.60910 -0.1 -0.1 -0.5
H 0.22215 -1.47986 -1.48577 -0.2 -0.1 -0.1
H 0.67573 0.73581 -0.86794 0.1 -0.2 0.0
C 3.33349 -4.23293 3.80860 0.1 0.3 -0.1
C 2.41834 -4.87900 2.79067 0.1 -0.3 0.5
O 2.00189 -3.93475 1.78590 -0.1 0.1 -0.2
C 2.87426 -3.67810 0.82221 0.0 -0.4 0.5
O 3.96513 -4.14868 0.70159 0.0 0.1 -0.2
C 2.25491 -2.68713 -0.17495 -0.1 0.4 -0.5
F 1.66565 -1.65578 0.45880 0.1 -0.1 0.1
F 1.31471 -3.29132 -0.92351 0.2 -0.2 0.3
F 3.17237 -2.18759 -1.00067 -0.1 -0.2 0.2
H 2.85500 -3.35712 4.24821 -0.1 -0.1 0.1
H 3.57531 -4.93907 4.60192 0.0 0.0 0.0
H 4.26344 -3.90045 3.34901 0.0 -0.1 0.0
H 1.50420 -5.22036 3.27102 -0.1 0.2 -0.1
H 2.88425 -5.74379 2.31985 0.1 0.1 -0.2
```
Positions in Å, forces in eV/Å.

=====

2.
C5H4BrF | wB97M-V/def2-TZVPD

The calculation puts the total energy at -78004.4279 eV. The orbital gap (spin up / spin down) is 7.02 / 7.27 eV. The largest force on an atom comes out at 5.2 eV/Å. Its net charge is 0. For the LUMO energy (spin up / spin down), the calculation gives -0.87 / -1.18 eV.

Geometry as XYZ:
```
11
Properties=species:S:1:pos:R:3:forces:R:3
C 0.48754 0.71096 -0.03522 -2.7 -0.4 -0.4
C -0.61976 1.53049 -0.00387 -0.3 -1.7 0.6
C 0.31743 -0.70101 0.32438 2.6 3.1 -0.9
C -1.91238 1.25760 0.49129 -0.6 0.1 0.0
C 1.30948 -1.46221 -0.13418 -4.5 -1.4 2.2
F 1.07937 -2.76824 0.01732 1.3 -0.9 -0.3
Br -3.01509 -0.20995 -0.09169 0.9 0.7 0.2
H 1.27050 1.09416 -0.64377 1.2 0.0 0.2
H -0.51086 2.55881 -0.21078 0.2 1.3 -0.3
H -0.49474 -0.89284 0.97316 -0.5 -1.0 0.2
H 2.08851 -1.11779 -0.68665 2.4 0.4 -1.5
```
Positions in Å, forces in eV/Å.

=====

3.
C2H4N3 | wB97M-V/def2-TZVPD

The calculation puts the total energy at -6597.3656 eV. The orbital gap is 11.09 eV. The largest force on an atom comes out at 3.9 eV/Å. Its net charge is +1. For the LUMO energy, the calculation gives -5.69 eV.

Geometry as XYZ:
```
9
Properties=species:S:1:pos:R:3:forces:R:3
N 2.26617 0.25585 -1.48923 -3.0 1.3 1.8
C 1.17401 0.38375 -0.93349 1.7 -1.5 -1.6
N 0.07113 0.23924 -0.37017 2.1 0.9 0.5
C -1.07117 -0.35678 0.18194 -1.4 -1.7 1.3
N -0.01121 -0.10384 1.15836 -1.6 3.2 -1.5
H 2.79506 1.11869 -1.64908 0.3 -0.2 -0.3
H -1.22323 -1.47636 0.00706 -0.2 1.9 -0.4
H -1.91397 0.37345 0.30721 0.7 -1.1 -0.4
H 0.62965 -0.82314 1.16001 1.5 -2.7 0.5
```
Positions in Å, forces in eV/Å.